No. 1
The following is a quantum chemistry calculation of the ion C13H4Cl4FO6S2 with charge -1 in a non-equilibrium geometry, from the Open Molecules 2025 dataset.

* molar mass: 481.11 g mol⁻¹
* HOMO level: -4.819 eV
* F_max: 7.24 eV/A
* total charge: -1
* E_LUMO: 1.1 eV
* structure (SMILES): O=C1C([O-])=C(Cl)[C@](Cl)(C2(F)S(=O)(=O)c3ccccc3S2(=O)=O)C(Cl)=C1Cl
* orbital gap: 5.910 eV

Each line ends with the natural charge from an NBO analysis.
Cartesian coordinates (Å):
C  -3.247  1.651  3.428  0.440
F  -1.928  -0.355  -0.005  -0.341
C  -2.712  2.571  2.361  0.417
C  -1.596  2.188  1.526  -0.289
C  -0.918  0.885  1.528  -0.111
C  2.344  -2.407  -1.800  -0.218
Cl  -1.173  3.307  0.331  0.049
C  1.224  -0.305  -2.082  -0.283
O  -0.518  -2.721  -0.059  -0.910
H  3.828  -2.905  -3.274  0.217
H  1.771  0.838  -3.816  0.237
H  3.471  -0.813  -4.577  0.217
C  -0.723  0.149  0.371  0.176
H  2.477  -3.308  -1.222  0.236
C  1.943  -0.070  -3.256  -0.179
C  1.426  -1.449  -1.369  -0.160
O  1.607  -2.030  1.104  -0.893
S  -0.021  0.935  -1.451  2.045
C  -1.332  0.150  2.792  0.002
O  -1.185  0.855  -2.314  -0.900
S  0.486  -1.713  0.212  1.987
C  -2.384  0.491  3.595  -0.176
O  0.823  2.123  -1.473  -0.882
Cl  -2.868  -0.522  4.861  0.053
Cl  1.220  1.337  1.788  -0.401
C  2.889  -1.008  -3.681  -0.205
C  3.088  -2.172  -2.958  -0.203
O  -3.320  3.642  2.196  -0.564
Cl  -0.419  -1.230  3.155  0.105
O  -4.253  1.888  4.090  -0.468

Atoms 1-2, force components in eV/Å:
-0.8115 0.6989 0.3396
0.6249 -0.1185 -0.1360

***

No. 2
The following is a quantum chemistry calculation of a cluster of 3 separate species, C6H20NO3 in total in a non-equilibrium geometry, from the Open Molecules 2025 dataset.

* molar mass: 154.23 g mol⁻¹
* HOMO level: -13.687 eV
* F_max: 3.91 eV/A
* total charge: +1
* E_LUMO: -2.8 eV
* orbital gap: 10.937 eV

Each line ends with the natural charge from an NBO analysis.
Cartesian coordinates (Å):
C  -1.093  -0.946  0.332  -0.426
H  -1.394  0.050  -0.092  0.190
H  0.642  1.391  1.040  0.474
O  1.482  -0.242  -2.111  -0.767
O  -0.946  2.566  -0.191  -0.953
H  2.062  -0.692  -2.742  0.492
H  -1.902  -0.721  2.309  0.208
H  -1.354  -1.449  -2.085  0.210
H  -0.527  0.511  -2.543  0.169
H  -0.875  -2.115  2.306  0.240
H  -0.091  0.008  3.793  0.242
H  0.977  -1.140  -0.181  0.193
H  1.186  -0.447  2.510  0.219
H  -1.483  2.276  -0.887  0.475
C  0.168  -0.347  -2.744  -0.077
C  0.096  -0.051  2.674  -0.245
O  1.894  1.693  0.303  -1.010
H  0.661  1.950  2.547  0.427
H  0.067  -2.555  -0.161  0.209
C  0.021  -1.598  -0.538  -0.388
H  0.191  -0.567  -3.841  0.204
H  -0.496  3.199  -0.763  0.489
H  -0.760  1.652  1.685  0.440
H  1.722  0.956  -0.394  0.539
H  2.815  2.072  0.290  0.530
N  0.135  1.297  1.946  -0.712
C  -1.012  -1.046  1.919  -0.396
H  0.121  -2.521  -2.431  0.227
C  -0.321  -1.578  -2.082  -0.427
H  -1.988  -1.606  0.130  0.224

Atoms 1-2, force components in eV/Å:
-1.4232 -1.1936 -0.0283
0.3869 -0.5765 0.8557

***

No. 3
The following is a quantum chemistry calculation of an isolated molecule of C6H8N2O6 in a non-equilibrium geometry, from the Open Molecules 2025 dataset.

* molar mass: 204.14 g mol⁻¹
* HOMO level: -8.962 eV
* F_max: 5.17 eV/A
* total charge: 0
* E_LUMO: 0.0 eV
* structure (SMILES): C=C=[N+]([O-])OCC1=[N+]([O-])O[C@@H](O)OC1
* orbital gap: 8.976 eV

Each line ends with the natural charge from an NBO analysis.
Cartesian coordinates (Å):
H  -0.197  -0.766  1.867  0.222
H  1.010  -2.490  -1.338  0.249
H  -0.982  1.594  -0.656  0.136
H  1.305  -2.354  0.437  0.200
N  2.436  -0.049  0.670  0.312
O  -0.579  -1.162  -2.545  -0.433
H  2.536  2.679  -0.295  0.235
C  -0.952  -0.805  1.020  -0.122
N  -0.928  -0.914  -1.416  0.429
C  1.010  -1.750  -0.419  -0.131
C  -1.900  0.939  -0.222  0.629
H  -1.537  -1.700  1.450  0.205
O  -1.975  -0.083  -1.293  -0.401
H  0.956  2.889  0.720  0.231
O  1.963  -0.755  -0.637  -0.403
C  -0.363  -1.204  -0.251  -0.026
C  1.763  2.286  0.345  -0.428
H  -3.747  1.255  -0.300  0.491
O  -1.789  0.345  0.992  -0.510
O  3.053  -0.763  1.460  -0.405
C  1.846  1.081  0.729  0.186
O  -2.927  1.726  -0.318  -0.667

Atoms 1-2, force components in eV/Å:
-0.3510 0.7094 -1.3161
0.2711 1.7268 1.6816

***

No. 4
The following is a quantum chemistry calculation of an isolated molecule of C4H6N2O in a non-equilibrium geometry, from the Open Molecules 2025 dataset.

* molar mass: 98.11 g mol⁻¹
* HOMO level: -7.957 eV
* F_max: 5.31 eV/A
* total charge: 0
* E_LUMO: 0.8 eV
* structure (SMILES): Nc1cc[nH]c1O
* orbital gap: 8.735 eV

Each line ends with the natural charge from an NBO analysis.
Cartesian coordinates (Å):
C  -1.355  0.054  0.117  -0.282
C  -1.374  -1.234  -0.196  -0.095
H  -2.199  0.653  0.574  0.217
N  0.584  1.950  0.226  -0.856
H  2.586  0.100  0.095  0.490
H  -2.348  -1.757  -0.385  0.225
C  -0.034  0.636  0.132  -0.051
C  0.722  -0.436  -0.175  0.438
H  0.319  -2.546  -0.401  0.413
N  -0.028  -1.577  -0.589  -0.570
H  0.108  2.614  -0.299  0.377
O  2.121  -0.723  -0.390  -0.686
H  0.899  2.265  1.291  0.379

Atoms 1-2, force components in eV/Å:
-1.9305 3.6921 2.3579
-0.1663 -1.0164 -1.4675

***

No. 5
The following is a quantum chemistry calculation of a cluster of 6 separate species, C25H57I2N4O6P in total in a non-equilibrium geometry, from the Open Molecules 2025 dataset.

* molar mass: 794.54 g mol⁻¹
* HOMO level: -9.117 eV
* F_max: 4.18 eV/A
* total charge: 0
* E_LUMO: -1.3 eV
* structure (SMILES): OP(I)c1nnc(CCCI)nn1.CCOCC.CCOCC.CCOCC.CCOCC.CCOCC
* orbital gap: 7.859 eV

Each line ends with the Löwdin charge.
Cartesian coordinates (Å):
H  -2.513  -4.108  2.217  0.061
H  4.171  2.350  -6.766  0.066
O  -0.636  -3.923  0.177  -0.176
O  1.463  -3.834  7.561  -0.166
H  3.091  -4.530  5.488  0.086
H  3.264  -2.791  5.722  0.065
H  -3.198  -3.930  7.832  0.079
H  -1.937  -5.048  7.299  0.068
H  2.983  5.173  -6.870  0.114
H  -4.441  -4.246  5.717  0.119
H  2.418  -0.844  8.855  0.078
H  -2.956  -7.541  6.724  0.065
H  -2.851  -2.373  2.232  0.081
H  1.464  7.472  -3.625  0.100
C  1.280  -3.566  6.173  -0.282
P  -5.665  9.448  -5.900  0.527
H  1.567  -0.112  0.676  0.080
C  1.924  -0.935  0.049  -0.072
C  2.577  -3.567  5.380  -0.077
H  -4.265  -5.783  6.543  0.105
H  -2.173  -3.529  6.435  0.077
H  2.375  -3.391  4.318  0.076
N  -3.709  7.424  -5.454  0.009
H  -0.058  -5.861  -0.004  0.119
H  4.693  3.662  -7.828  0.079
H  0.630  -4.356  5.783  0.105
C  1.008  -1.808  -3.363  -0.078
H  3.318  -2.973  7.913  0.105
N  -2.852  9.769  -6.227  0.002
H  -1.246  -6.094  5.498  0.094
C  1.770  -1.493  8.259  -0.083
H  -3.468  -8.199  5.170  0.084
H  1.085  9.177  -4.381  0.122
H  -1.791  -6.797  3.989  0.113
H  -3.049  -5.235  -0.238  0.065
C  3.294  4.289  -6.305  -0.281
C  -0.945  -5.307  0.319  -0.273
C  -3.704  -4.998  6.025  -0.273
H  3.444  1.959  -3.072  0.064
H  3.063  2.959  -7.996  0.085
H  2.716  -3.085  -3.179  0.119
H  0.400  -1.114  -2.778  0.064
H  -2.518  -3.104  -0.132  0.106
H  -6.165  7.967  -4.219  0.057
H  -1.235  -2.978  2.662  0.080
H  -2.301  -6.828  -0.402  0.078
H  -1.950  -5.539  -1.583  0.082
H  1.357  2.488  -4.289  0.119
O  -3.124  -5.516  4.830  -0.173
C  2.148  -2.393  -2.546  -0.270
I  0.117  8.700  -0.960  0.619
H  4.070  4.625  -5.611  0.105
C  2.542  -0.396  -1.231  -0.286
C  -3.824  8.791  -5.853  -0.469
H  2.662  -1.516  0.616  0.087
H  0.755  -1.448  8.670  0.082
C  -2.092  -3.124  1.996  -0.074
C  -1.495  7.986  -5.713  -0.236
C  0.090  7.456  -5.561  -0.114
H  1.729  -1.087  7.246  0.065
O  3.072  -1.414  -2.078  -0.164
H  -1.094  -5.555  1.374  0.099
C  3.378  2.860  -3.689  -0.071
C  0.608  8.116  -4.115  -0.285
C  -2.695  -4.341  6.952  -0.078
H  0.736  -2.626  6.038  0.103
H  2.313  -3.271  9.319  0.119
H  1.769  -2.986  -1.707  0.103
H  -1.820  -8.507  5.777  0.079
N  -1.617  9.344  -6.153  0.067
C  2.288  -2.921  8.280  -0.277
C  -2.618  -7.761  5.709  -0.079
H  -1.257  -1.998  0.379  0.108
H  -1.170  9.377  -3.318  0.064
H  1.399  -1.254  -4.224  0.077
H  1.829  0.222  -1.784  0.098
C  -0.615  8.357  -3.041  -0.655
H  -1.349  7.448  -2.951  0.053
C  2.324  2.685  -4.769  -0.274
H  1.077  -1.593  -0.152  0.046
C  -2.130  -5.753  -0.521  -0.080
N  -2.475  6.996  -5.380  0.054
H  4.368  3.051  -4.111  0.068
H  3.128  3.709  -3.044  0.084
H  0.170  6.287  -5.585  0.113
H  0.353  -2.604  -3.727  0.077
C  -2.121  -6.515  4.994  -0.277
H  2.539  1.812  -5.394  0.105
C  3.838  3.255  -7.277  -0.081
I  -5.475  11.671  -4.774  0.289
O  -6.701  8.460  -4.908  -0.439
H  0.778  7.954  -6.399  0.123
C  -1.662  -3.003  0.543  -0.277
H  3.378  0.259  -0.968  0.115
O  2.148  3.842  -5.583  -0.177

Atoms 1-2, force components in eV/Å:
-0.0687 0.1109 0.0251
0.0741 0.0704 -0.0078